1.
Below is a structure of composition C30H29CoN8O, with properties calculated with ωB97M-V with the def2-TZVPD basis set.

As for the spin multiplicity: 4. For the relative energy (zero: lowest compared OMol25 entry of this formula, charge and spin), the calculation gives 0.0 kJ/mol. Its LUMO energy (alpha / beta) is -3.16 / -3.17 eV. As for the charge: +1. The largest force on an atom is 0.03304 hartree/bohr. The value obtained for the total energy is -3056.58321 a.u. The HOMO-LUMO gap (alpha / beta) comes out at 7.14 / 7.16 eV.

Last column: Löwdin spin population.
Cartesian coordinates (Å):
1 Co -0.171 0.287 -0.008  2.70
2 O 1.477 1.127 1.736  0.02
3 N 1.729 -2.477 -0.419  0.01
4 N -0.369 2.091 -1.026  0.05
5 N 0.221 -1.515 1.178  0.04
6 N 1.313 -0.202 -1.069  0.05
7 N -1.887 -1.053 -0.406  0.04
8 N 1.719 1.897 -2.178  0.00
9 N -1.556 0.968 1.301  0.03
10 N -1.427 0.201 -3.021  0.00
11 C 1.961 -1.419 -1.120  0.01
12 C 0.704 -3.875 1.162  0.00
13 C -1.575 4.152 -1.323  0.00
14 C 0.859 -2.577 0.629  0.00
15 C -0.501 -1.744 2.288  0.00
16 C -3.884 -2.940 -0.051  0.00
17 C -1.863 -2.202 -1.071  0.00
18 C 4.003 -2.276 -2.499  0.00
19 C 3.024 -0.072 -2.632  0.00
20 C -0.695 -2.980 2.854  0.00
21 C 4.922 -1.869 -3.456  0.00
22 C 0.669 2.630 -1.714  0.00
23 C -1.383 2.061 2.050  0.00
24 C 2.737 1.383 3.815  0.00
25 C 3.910 0.325 -3.617  0.00
26 C -2.392 2.643 2.789  0.00
27 C -3.859 0.969 1.938  0.00
28 C 0.657 3.987 -2.105  0.00
29 C -2.785 0.414 1.247  0.00
30 C 4.862 -0.599 -4.026  0.00
31 C -2.892 -0.819 0.453  0.00
32 C -2.827 -3.182 -0.917  0.00
33 C -1.479 2.846 -0.914  0.00
34 C 1.631 0.650 3.078  0.00
35 C 1.945 0.645 -1.948  0.01
36 C -0.078 -4.084 2.266  0.00
37 C -3.665 2.090 2.720  0.00
38 C -3.917 -1.745 0.638  0.00
39 C -0.455 4.759 -1.895  0.00
40 C 3.038 -1.363 -2.111  0.00
41 H 2.734 1.093 4.865  0.00
42 H 2.350 1.113 1.325  0.00
43 H 1.534 4.365 -2.609  0.00
44 H -1.072 0.979 -3.567  0.00
45 H 5.699 -2.553 -3.771  0.00
46 H 0.675 0.824 3.574  0.00
47 H 4.033 -3.265 -2.063  0.00
48 H -2.356 2.362 -0.508  0.00
49 H 2.587 2.461 3.752  0.00
50 H -0.206 -5.075 2.682  0.00
51 H 1.825 -0.425 3.073  0.00
52 H 3.852 1.321 -4.034  0.00
53 H -4.656 -3.683 0.091  0.00
54 H -1.024 -2.348 -1.741  0.00
55 H -1.291 -3.082 3.750  0.00
56 H -0.479 5.794 -2.208  0.00
57 H -4.714 -1.539 1.339  0.00
58 H 1.247 -4.673 0.677  0.00
59 H -2.436 0.295 -2.990  0.00
60 H -2.506 4.690 -1.218  0.00
61 H 5.573 -0.327 -4.795  0.00
62 H -2.192 3.505 3.409  0.00
63 H -0.383 2.475 2.062  0.00
64 H 3.714 1.135 3.397  0.00
65 H -4.487 2.526 3.270  0.00
66 H -4.844 0.531 1.856  0.00
67 H -1.221 -0.643 -3.543  0.00
68 H -0.932 -0.875 2.763  0.00
69 H -2.741 -4.116 -1.453  0.00

***

2.
Below is a structure of composition C30H29ILiN7O3, with properties calculated with ωB97M-V with the def2-TZVPD basis set.

For the relative energy (zero: lowest compared OMol25 entry of this formula, charge and spin), the calculation gives 0.0 kJ/mol. Its LUMO energy is -0.14 eV. The largest force on an atom is 0.00951 hartree/bohr. The value obtained for the total energy is -2074.87771 a.u. The HOMO-LUMO gap comes out at 6.89 eV.

Last column: Mulliken charge in e.
Cartesian coordinates (Å):
1 I -1.425 2.946 -2.766  0.08
2 O -0.475 -4.394 -2.828  -0.55
3 O -0.312 5.971 3.584  -0.39
4 O -1.970 -0.170 0.259  -1.27
5 N 1.206 0.178 4.366  -0.48
6 N 2.345 -0.457 2.372  -0.36
7 N -2.161 -3.530 1.394  -0.72
8 N 0.382 3.501 2.469  0.06
9 N 0.977 -0.044 -1.187  0.49
10 N -1.664 -0.273 -2.608  -0.05
11 N -0.193 2.203 0.430  -0.37
12 C -1.254 4.909 3.594  -0.57
13 C 1.579 -2.122 3.872  -0.47
14 C 0.510 5.933 2.429  -0.50
15 C 3.518 -1.123 -1.403  -0.48
16 C -1.770 -4.452 -2.218  -1.02
17 C -0.551 3.567 3.602  -0.53
18 C 2.778 -2.782 1.795  -0.70
19 C 2.212 -1.750 2.693  0.94
20 C -1.636 -1.534 -2.334  0.06
21 C -1.396 -0.756 -5.046  -0.55
22 C 3.024 -2.685 0.489  -0.98
23 C 2.647 -1.591 -0.430  0.38
24 C -1.862 -2.163 -1.051  0.07
25 C -2.258 -1.467 2.665  -0.84
26 C -1.250 1.478 -4.253  0.06
27 C -1.895 -3.587 -0.993  1.05
28 C 1.085 -1.114 4.678  -0.38
29 C -0.986 1.927 -5.541  -0.58
30 C -1.137 -0.320 -6.332  -0.88
31 C -0.918 1.027 -6.590  -0.50
32 C 3.120 -0.090 -2.238  -0.86
33 C -2.050 -4.203 0.215  -1.08
34 C 1.836 0.428 3.220  -0.35
35 C -1.432 0.123 -3.950  0.67
36 C 0.063 2.810 1.380  0.10
37 C 1.303 4.641 2.374  -0.63
38 C 1.377 -1.025 -0.385  -0.45
39 C -2.013 -1.436 0.161  0.19
40 C 1.844 0.427 -2.090  -0.49
41 C -2.152 -2.224 1.376  0.95
42 Li -1.042 0.791 -0.899  0.97
43 H 3.027 -3.717 2.287  0.38
44 H 0.649 -1.384 0.337  0.65
45 H -2.470 -4.144 -2.994  0.39
46 H -1.906 4.979 2.715  0.31
47 H -1.262 2.747 3.531  0.43
48 H -1.587 -1.810 -4.893  0.49
49 H -0.108 6.023 1.527  0.31
50 H 0.026 3.453 4.521  0.26
51 H 1.875 4.569 1.451  0.48
52 H -2.020 -5.480 -1.946  0.40
53 H -2.100 -5.286 0.278  0.32
54 H -3.052 -0.720 2.609  0.31
55 H -0.848 2.984 -5.721  0.37
56 H 1.464 -3.164 4.141  0.42
57 H 3.519 -3.530 0.019  0.46
58 H 1.491 1.236 -2.725  0.35
59 H -1.378 -2.241 -3.119  0.30
60 H 1.951 1.475 2.950  0.60
61 H -1.335 -0.915 2.858  -0.09
62 H 1.178 6.789 2.486  0.35
63 H 1.989 4.594 3.222  0.26
64 H 3.784 0.306 -2.995  0.44
65 H -2.447 -2.162 3.480  0.39
66 H 0.172 -4.642 -2.159  0.35
67 H -0.715 1.377 -7.594  0.38
68 H -1.857 5.029 4.491  0.37
69 H 0.564 -1.342 5.600  0.41
70 H -1.118 -1.039 -7.141  0.38
71 H 4.511 -1.551 -1.490  0.50

***

3.
Below is a structure of composition C30H29IN3PV, with properties calculated with ωB97M-V with the def2-TZVPD basis set.

As for the spin multiplicity: 2. Its LUMO energy (alpha / beta) is -6.58 / -9.64 eV. As for the charge: +2. The largest force on an atom is 0.11921 hartree/bohr. The value obtained for the total energy is -2907.26966 a.u. The HOMO-LUMO gap (alpha / beta) comes out at 7.73 / 4.68 eV.

Last column: Löwdin spin population.
Cartesian coordinates (Å):
1 I 0.995 1.890 -4.280  0.86
2 V 1.133 1.088 -1.698  -0.06
3 P 0.296 0.194 1.357  0.01
4 N 0.736 0.247 -0.234  0.04
5 N 0.777 -1.098 -2.733  0.01
6 N -1.222 0.599 -2.322  0.05
7 C -0.424 -1.452 -3.254  0.01
8 C 4.127 1.087 2.269  0.00
9 C -2.223 1.445 -2.014  0.00
10 C 1.614 1.790 3.293  0.00
11 C 2.977 0.477 1.774  0.00
12 C -0.042 -3.874 1.618  0.00
13 C 2.769 2.386 3.798  0.00
14 C -1.532 -0.498 -3.047  0.02
15 C 1.652 -3.250 -3.359  0.00
16 C 0.073 -1.491 1.984  0.00
17 C -3.867 0.215 -3.273  0.00
18 C 3.016 0.738 -1.824  0.02
19 C -2.450 0.325 1.328  0.00
20 C 0.467 -3.595 -3.990  0.00
21 C -3.769 2.277 1.891  0.00
22 C -1.274 1.026 1.637  0.00
23 C -2.829 -0.692 -3.562  0.00
24 C 0.127 -2.580 1.109  0.00
25 C -0.306 -2.972 3.862  0.00
26 C -0.135 -1.679 3.361  0.00
27 C 1.715 0.882 2.228  0.00
28 C -2.597 2.977 2.177  0.00
29 C 0.887 2.946 -1.101  0.02
30 C -1.349 2.378 2.023  0.00
31 C -3.691 0.946 1.438  0.00
32 C -0.580 -2.683 -3.928  0.00
33 C -3.522 1.280 -2.468  0.00
34 C -0.258 -4.069 2.987  0.00
35 C 4.030 2.055 3.277  0.00
36 C 1.755 -2.002 -2.723  0.00
37 H -0.094 2.830 -1.550  0.00
38 H -4.258 2.029 -2.176  0.00
39 H -4.596 0.399 1.183  0.00
40 H 3.056 -0.303 1.016  0.00
41 H -0.005 -4.727 0.938  0.00
42 H 1.679 3.383 -1.701  0.00
43 H -2.657 4.015 2.527  0.00
44 H -0.391 -5.085 3.380  0.00
45 H -4.749 2.749 2.013  0.00
46 H 3.285 1.677 -2.296  0.01
47 H 2.674 -1.725 -2.222  0.00
48 H 0.378 -4.558 -4.509  0.00
49 H -1.950 2.305 -1.381  0.00
50 H -0.166 -0.821 4.030  0.00
51 H 0.302 -2.402 0.051  0.00
52 H 2.684 -0.087 -2.460  0.00
53 H 0.647 2.024 3.729  0.00
54 H 1.252 2.861 -0.066  0.00
55 H 2.698 3.113 4.605  0.00
56 H 2.512 -3.898 -3.341  0.00
57 H -3.036 -1.530 -4.185  0.00
58 H -2.389 -0.708 0.985  0.00
59 H 3.314 0.809 -0.773  0.00
60 H -0.439 2.949 2.186  0.00
61 H -4.866 0.089 -3.649  0.00
62 H -0.476 -3.125 4.926  0.00
63 H 4.934 2.537 3.663  0.00
64 H -1.526 -2.914 -4.399  0.00
65 H 5.106 0.801 1.875  0.00